Record 1
# C4H12IO4Pd

C4H12IO4Pd as an isolated structure in a non-equilibrium geometry (wB97M-V/def2-TZVPD, OMol25).

Calculated values
F_max ... 0.042 hartree/bohr
Charge ... +1
Energy relative to the best compared isomer or geometry (same formula, charge and spin) ... 0.0 kcal per mole
HOMO energy (alpha / beta) ... -12.69 / -12.69 eV
Spin multiplicity ... 3
<S²> ... 2.017

Structure (XYZ):
```
22
Properties=species:S:1:pos:R:3:nbo_charge:R:1
Pd -1.42 32.75 8.86 0.813
I -2.54 30.85 7.22 0.136
C -3.92 30.11 10.67 -0.088
C -3.65 30.30 12.14 -0.095
O -3.34 31.62 12.53 -0.700
O -4.81 31.20 10.28 -0.712
H -4.44 29.16 10.51 0.202
H -3.02 30.28 10.06 0.123
H -2.88 29.61 12.51 0.182
H -4.58 30.06 12.67 0.201
H -2.42 31.69 12.80 0.472
H -5.19 30.90 9.44 0.464
C -2.93 25.31 8.55 -0.086
C -2.76 26.75 8.96 -0.091
O -1.52 27.30 8.52 -0.722
O -3.05 25.18 7.15 -0.708
H -3.83 24.98 9.06 0.190
H -2.11 24.68 8.92 0.179
H -2.90 26.84 10.05 0.164
H -3.57 27.32 8.47 0.154
H -1.66 28.24 8.35 0.450
H -2.32 25.65 6.74 0.472
```

=====

Record 2
# C4H12Li2O4

C4H12Li2O4 as an isolated structure in a non-equilibrium geometry (wB97M-V/def2-TZVPD, OMol25).

Calculated values
F_max ... 0.034 hartree/bohr
Energy relative to the best compared isomer or geometry (same formula, charge and spin) ... 0.0 kcal per mole
HOMO energy ... -7.66 eV
Spin multiplicity ... 1

Structure (XYZ):
```
22
Properties=species:S:1:pos:R:3:nbo_charge:R:1
Li 9.77 23.57 5.80 0.942
Li 12.44 23.18 5.91 0.888
C 10.92 21.68 7.87 -0.227
O 10.86 22.07 6.53 -1.076
H 11.51 20.76 8.01 0.132
H 11.35 22.47 8.53 0.107
H 9.92 21.48 8.29 0.131
C 11.93 24.99 3.85 -0.216
O 11.30 24.58 5.00 -1.079
H 11.52 25.94 3.42 0.132
H 13.01 25.26 4.00 0.104
H 11.92 24.25 3.02 0.123
C 15.14 22.81 6.20 -0.100
C 14.79 24.18 6.73 -0.101
O 13.56 24.18 7.43 -0.729
O 14.15 22.42 5.26 -0.750
H 15.14 22.13 7.06 0.170
H 16.15 22.86 5.80 0.184
H 14.66 24.87 5.90 0.203
H 15.62 24.54 7.35 0.180
H 13.66 23.85 8.32 0.483
H 14.53 21.85 4.60 0.500
```

=====

Record 3
# C4H12N2

One molecule with the formula C4H12N2 in a non-equilibrium geometry (wB97M-V/def2-TZVPD, OMol25).

Calculated values
F_max ... 0.028 hartree/bohr
SMILES ... CNC[C@@H](C)N
Energy relative to the best compared isomer or geometry (same formula, charge and spin) ... 19.1 kcal per mole
HOMO energy ... -8.98 eV
Spin multiplicity ... 1

Structure (XYZ):
```
18
Properties=species:S:1:pos:R:3:nbo_charge:R:1
N 1.28 0.47 1.81 -0.833
C 0.99 -0.18 0.52 -0.048
C 2.16 -0.13 -0.47 -0.614
C -0.24 0.44 -0.22 -0.228
N -1.52 -0.10 0.29 -0.618
C -2.52 -0.23 -0.77 -0.416
H 0.69 0.00 2.49 0.360
H 1.04 1.46 1.80 0.353
H 0.73 -1.20 0.76 0.170
H 3.15 -0.44 -0.16 0.221
H 2.26 0.90 -0.82 0.200
H 1.92 -0.73 -1.35 0.204
H -0.14 0.12 -1.26 0.164
H -0.14 1.53 -0.14 0.183
H -1.29 -1.02 0.60 0.342
H -2.67 0.69 -1.34 0.198
H -2.29 -1.03 -1.49 0.163
H -3.44 -0.55 -0.28 0.200
```

=====

Record 4
# C4H12N2

A 3-piece molecular cluster, C4H12N2 overall (wB97M-V/def2-TZVPD, OMol25).

Calculated values
F_max ... 0.013 hartree/bohr
SMILES ... CC#N.CN.C
Energy relative to the best compared isomer or geometry (same formula, charge and spin) ... 21.7 kcal per mole
HOMO energy ... -8.82 eV
Spin multiplicity ... 1

Structure (XYZ):
```
18
Properties=species:S:1:pos:R:3:nbo_charge:R:1
C 1.31 2.58 -0.42 -0.727
C 1.38 -0.51 0.95 -0.856
C 0.24 1.83 -1.01 0.298
N -0.62 1.24 -1.50 -0.339
H -1.21 -0.85 -1.19 0.224
H 1.10 2.75 0.63 0.257
H 2.24 2.02 -0.51 0.257
H 1.18 -1.47 1.41 0.221
H 1.91 0.11 1.66 0.207
H 1.98 -0.66 0.06 0.214
H 1.41 3.53 -0.93 0.257
C -1.62 -1.72 -0.68 -0.424
N -2.28 -1.28 0.53 -0.831
H -1.61 -0.83 1.15 0.344
H -2.69 -2.07 1.02 0.346
H -2.36 -2.18 -1.33 0.188
H -0.81 -2.45 -0.51 0.151
H 0.44 -0.04 0.68 0.212
```

=====

Record 5
# C4H12N2

An isolated ion of composition C4H12N2 and charge +1 in a non-equilibrium geometry (wB97M-V/def2-TZVPD, OMol25).

Calculated values
F_max ... 0.044 hartree/bohr
Charge ... +1
Energy relative to the best compared isomer or geometry (same formula, charge and spin) ... 19.8 kcal per mole
HOMO energy (alpha / beta) ... -13.00 / -12.92 eV
Spin multiplicity ... 2
<S²> ... 0.754

Structure (XYZ):
```
18
Properties=species:S:1:pos:R:3:nbo_charge:R:1
C -1.28 -0.87 0.31 -0.299
N -1.09 -1.45 1.60 -0.257
C -0.82 0.59 0.35 -0.417
C 0.68 0.84 0.44 -0.419
C 1.44 0.26 -0.77 -0.219
N 1.19 0.76 -2.11 -0.795
H -0.82 -1.56 -0.42 0.308
H -2.35 -0.87 0.08 0.264
H -1.57 -2.31 1.88 0.423
H -0.10 -1.45 1.90 0.412
H -1.24 1.05 -0.55 0.245
H -1.36 1.04 1.18 0.239
H 0.95 1.85 0.71 0.249
H 1.06 0.21 1.26 0.177
H 1.22 -0.81 -0.80 0.162
H 2.52 0.33 -0.60 0.221
H 0.21 0.64 -2.36 0.344
H 1.35 1.76 -2.11 0.363
```

=====

Record 6
# C4H12N2

A 2-piece molecular cluster, C4H12N2 overall in a non-equilibrium geometry (wB97M-V/def2-TZVPD, OMol25).

Calculated values
F_max ... 0.131 hartree/bohr
Charge ... +1
Energy relative to the best compared isomer or geometry (same formula, charge and spin) ... 56.1 kcal per mole
HOMO energy (alpha / beta) ... -11.95 / -11.95 eV
Spin multiplicity ... 2
<S²> ... 0.769

Structure (XYZ):
```
18
Properties=species:S:1:pos:R:3:nbo_charge:R:1
C -2.35 -0.59 3.35 -0.627
C -1.87 -1.13 2.02 -0.219
N -1.61 -0.15 0.94 -0.827
H -2.68 -1.46 4.05 0.224
H -1.66 -0.04 3.79 0.196
H -3.19 0.20 3.37 0.203
H -0.83 -1.66 2.32 0.176
H -2.55 -1.87 1.53 0.200
H -2.47 0.36 0.87 0.352
H -0.83 0.60 1.39 0.326
C 2.35 0.11 -1.98 -0.142
C 2.92 0.94 -2.82 0.043
N 2.38 1.28 -4.08 -0.487
H 1.42 -0.36 -1.93 0.242
H 2.67 0.04 -0.93 0.245
H 3.92 1.25 -2.65 0.249
H 1.44 0.93 -4.43 0.437
H 2.91 1.56 -4.81 0.411
```

=====

Record 7
# C4H12N2

An isolated ion of composition C4H12N2 and charge +2 in a non-equilibrium geometry (wB97M-V/def2-TZVPD, OMol25).

Calculated values
F_max ... 0.032 hartree/bohr
SMILES ... [NH3+]/C=C/CC[NH3+]
Charge ... +2
Energy relative to the best compared isomer or geometry (same formula, charge and spin) ... 25.2 kcal per mole
HOMO energy ... -18.31 eV
Spin multiplicity ... 1

Structure (XYZ):
```
18
Properties=species:S:1:pos:R:3:nbo_charge:R:1
C -0.81 -1.79 0.02 -0.216
C 0.28 -0.86 -0.46 -0.481
C 0.01 0.62 -0.30 -0.163
C 0.71 1.48 -1.04 -0.048
N 0.93 2.90 -0.55 -0.700
N -0.88 -1.86 1.55 -0.682
H -0.65 -2.82 -0.28 0.260
H -1.86 -1.64 -0.27 0.250
H 0.56 -1.09 -1.49 0.288
H 1.17 -1.13 0.13 0.249
H -0.89 0.92 0.22 0.240
H 0.92 1.37 -2.10 0.264
H 1.02 2.84 0.46 0.456
H 0.29 3.62 -0.90 0.467
H 1.87 3.14 -0.87 0.464
H -1.38 -1.12 2.05 0.446
H 0.07 -1.89 1.93 0.443
H -1.35 -2.70 1.90 0.463
```

=====

Record 8
# C4H12N2O

A 2-piece molecular cluster, C4H12N2O overall in a non-equilibrium geometry (wB97M-V/def2-TZVPD, OMol25).

Calculated values
F_max ... 0.059 hartree/bohr
Charge ... -1
Energy relative to the best compared isomer or geometry (same formula, charge and spin) ... 26.2 kcal per mole
HOMO energy (alpha / beta) ... 0.97 / -3.06 eV
Spin multiplicity ... 2
<S²> ... 0.754

Structure (XYZ):
```
19
Properties=species:S:1:pos:R:3:nbo_charge:R:1
C -0.27 -0.56 -2.43 -0.634
C 0.79 0.15 -1.51 -0.394
C 0.23 1.09 -0.45 -0.235
N -0.20 0.48 3.19 -0.867
C -0.34 0.92 1.87 -0.007
N -0.04 0.30 0.76 -0.741
H 0.19 -1.48 -2.75 0.196
H -0.58 0.25 -3.09 0.194
H -1.15 -0.86 -1.84 0.212
H 1.54 0.66 -2.12 0.171
H 1.34 -0.65 -1.01 0.202
H 0.95 1.88 -0.17 0.123
H -0.64 1.65 -0.82 0.128
H 0.07 1.27 3.78 0.327
H 0.42 -0.31 3.29 0.354
H -0.90 1.86 1.69 0.067
H -0.38 -2.88 0.11 0.433
H -0.47 -1.40 0.61 0.500
O -0.55 -2.38 0.90 -1.029
```

=====

Record 9
# C4H12N2O

A 2-piece molecular cluster, C4H12N2O overall in a non-equilibrium geometry (wB97M-V/def2-TZVPD, OMol25).

Calculated values
F_max ... 0.049 hartree/bohr
SMILES ... N/C=C/N.CCO
Energy relative to the best compared isomer or geometry (same formula, charge and spin) ... 55.2 kcal per mole
HOMO energy ... -7.69 eV
Spin multiplicity ... 1

Structure (XYZ):
```
19
Properties=species:S:1:pos:R:3:nbo_charge:R:1
C -1.01 -0.98 -2.09 -0.168
C -1.87 -0.01 -1.62 0.010
N -2.82 -0.18 -0.62 -0.827
N 0.10 -0.49 -2.86 -0.842
H -1.14 -2.04 -1.84 0.167
H -1.85 0.97 -2.14 0.199
H -2.90 0.65 0.00 0.382
H -2.64 -1.05 0.00 0.375
H 0.04 -0.80 -3.81 0.349
H 0.95 -0.91 -2.48 0.355
C 1.52 0.51 2.47 -0.061
O 0.11 0.28 2.64 -0.734
C 1.87 0.70 0.99 -0.628
H 1.90 1.40 3.02 0.156
H 1.99 -0.40 2.86 0.155
H -0.05 0.05 3.56 0.468
H 1.22 1.52 0.62 0.217
H 2.92 1.01 0.87 0.214
H 1.64 -0.23 0.43 0.211
```

=====

Record 10
# C4H12N2O

One molecule with the formula C4H12N2O in a non-equilibrium geometry (wB97M-V/def2-TZVPD, OMol25).

Calculated values
F_max ... 0.056 hartree/bohr
SMILES ... CC[N@H+]([O-])[C@H](C)N
Energy relative to the best compared isomer or geometry (same formula, charge and spin) ... 91.4 kcal per mole
HOMO energy ... -8.61 eV
Spin multiplicity ... 1

Structure (XYZ):
```
19
Properties=species:S:1:pos:R:3:nbo_charge:R:1
C 1.70 1.23 0.36 -0.643
N 0.07 -0.25 -0.85 -0.089
C 0.92 -0.07 0.43 0.104
O -0.08 -1.58 -1.07 -0.667
N 1.65 -1.26 0.60 -0.908
H 1.00 -1.97 -0.14 0.435
H 0.59 0.18 -1.63 0.370
H 2.63 -1.14 0.35 0.348
H 2.45 1.18 -0.44 0.206
H 1.04 2.08 0.18 0.209
H 2.22 1.39 1.30 0.236
C -2.30 -0.42 0.30 -0.668
C -1.43 0.51 -0.49 -0.202
H -2.07 -1.45 -0.02 0.268
H -3.35 -0.23 0.08 0.227
H -2.14 -0.34 1.37 0.212
H -1.80 0.65 -1.51 0.204
H -1.23 1.46 -0.02 0.199
H 0.13 0.01 1.21 0.157
```

=====

Record 11
# C4H12N2O

One molecule with the formula C4H12N2O in a non-equilibrium geometry (wB97M-V/def2-TZVPD, OMol25).

Calculated values
F_max ... 0.040 hartree/bohr
SMILES ... NC[C@@H](N)CCO
Energy relative to the best compared isomer or geometry (same formula, charge and spin) ... 31.9 kcal per mole
HOMO energy ... -9.69 eV
Spin multiplicity ... 1

Structure (XYZ):
```
19
Properties=species:S:1:pos:R:3:nbo_charge:R:1
N 1.12 -0.68 -1.02 -0.837
C 0.15 0.09 -0.24 -0.080
C -0.25 -0.76 0.99 -0.426
C -1.59 -1.44 0.88 -0.056
O -1.68 -2.36 -0.21 -0.725
C 0.51 1.51 0.13 -0.231
N 0.51 2.36 -1.11 -0.826
H 1.54 -0.13 -1.76 0.356
H 1.88 -0.99 -0.43 0.352
H -0.83 -2.33 -0.66 0.478
H -0.78 0.10 -0.81 0.198
H 0.57 -1.44 1.22 0.197
H -0.29 -0.12 1.89 0.214
H -2.33 -0.64 0.73 0.159
H -1.83 -1.97 1.79 0.172
H -0.28 1.97 0.72 0.199
H 1.48 1.57 0.58 0.171
H 1.19 2.01 -1.79 0.335
H 0.92 3.26 -0.87 0.351
```

=====

Record 12
# C4H12N2O

A 2-piece molecular cluster, C4H12N2O overall in a non-equilibrium geometry (wB97M-V/def2-TZVPD, OMol25).

Calculated values
F_max ... 0.060 hartree/bohr
SMILES ... C/C(O)=C\N.CN
Energy relative to the best compared isomer or geometry (same formula, charge and spin) ... 61.0 kcal per mole
HOMO energy ... -7.72 eV
Spin multiplicity ... 1

Structure (XYZ):
```
19
Properties=species:S:1:pos:R:3:nbo_charge:R:1
C -1.76 -0.58 -0.47 -0.682
C -0.86 0.02 0.58 0.240
N -0.25 2.00 -0.72 -0.843
C -0.21 1.21 0.46 -0.139
O -1.07 -0.41 1.89 -0.691
H -1.53 -1.26 1.87 0.474
H 0.04 2.95 -0.57 0.379
H -1.12 1.97 -1.23 0.370
H 0.05 1.73 1.37 0.214
H -1.77 -1.67 -0.38 0.217
H -1.41 -0.31 -1.46 0.231
H -2.79 -0.22 -0.36 0.222
C 1.81 -1.35 -0.06 -0.404
N 2.30 -0.02 -0.24 -0.822
H 1.96 0.34 -1.13 0.349
H 1.68 0.62 0.43 0.353
H 1.88 -1.94 -0.98 0.187
H 2.33 -1.84 0.76 0.185
H 0.70 -1.26 0.25 0.160
```

=====

Record 13
# C4H12N2O

One molecule with the formula C4H12N2O in a non-equilibrium geometry (wB97M-V/def2-TZVPD, OMol25).

Calculated values
F_max ... 0.031 hartree/bohr
SMILES ... C[C@@H](N)CNCO
Energy relative to the best compared isomer or geometry (same formula, charge and spin) ... 44.0 kcal per mole
HOMO energy ... -8.89 eV
Spin multiplicity ... 1

Structure (XYZ):
```
19
Properties=species:S:1:pos:R:3:nbo_charge:R:1
C 0.01 -0.02 1.15 -0.226
N -1.36 -0.15 0.61 -0.639
C -1.56 -0.07 -0.86 0.073
O -2.03 -1.33 -1.29 -0.739
C 1.04 0.70 0.31 -0.068
C 2.24 1.12 1.17 -0.615
N 1.49 -0.07 -0.85 -0.858
H -0.08 0.61 2.03 0.191
H 0.42 -0.95 1.54 0.178
H -1.59 -1.14 0.78 0.371
H -2.36 0.67 -1.01 0.146
H -0.63 0.22 -1.33 0.187
H -1.73 -1.47 -2.20 0.476
H 0.67 1.66 -0.06 0.182
H 2.48 0.35 1.91 0.206
H 3.04 1.51 0.54 0.209
H 1.97 1.94 1.83 0.208
H 1.44 -1.08 -0.72 0.357
H 2.46 0.08 -1.09 0.362
```